Here is a 2-piece molecular cluster, C2H7NO2 overall at a distorted geometry from the OMol25 dataset. Energies are from wB97M-V/def2-TZVPD.

Each line ends with the Mulliken charge.
Atoms and positions in Å:
H1 0.637 2.301 0.346  0.2128
H2 0.767 0.901 -1.704  0.3360
H3 1.394 -1.083 0.147  0.3983
H4 -0.773 0.674 -0.918  0.2613
H5 -1.283 -1.822 1.330  0.2976
H6 -2.164 -0.592 1.369  0.2817
O1 0.488 -1.589 -1.615  -0.4979
C1 0.701 -0.859 -0.688  -0.0663
N1 0.862 1.339 0.352  -0.6427
H7 0.507 1.094 1.272  0.2255
C2 0.308 0.621 -0.762  -0.2395
O2 -1.443 -0.986 0.871  -0.5667

As for the SMILES: NCC=O.O. The HOMO energy is -0.3442 Eh. For the energy, the calculation gives -7771.7769 eV. As for the total charge: 0.